(1)
13
Properties=species:S:1:pos:R:3:forces:R:3 method="wB97M-V/def2-TZVPD" e_homo_ev=-8.125 gap_ev=7.012 charge=0
N -2.375373 -0.305842 -0.046313 0.167 0.151 0.915
C -0.927843 -0.126313 0.100563 -1.806 -4.833 -1.980
C 0.189671 -1.032832 -0.002727 -3.758 0.957 0.745
C 1.296274 -0.235046 -0.029556 -0.513 -0.203 -0.379
N 2.497774 -0.846533 -0.048073 1.908 0.212 0.158
S 3.765889 0.077495 -0.015003 0.659 -0.172 -0.019
C 0.903270 1.070705 -0.067351 1.229 2.878 1.250
N -0.470000 1.094856 -0.069917 5.480 -2.676 1.031
H -2.906889 -0.572855 0.788140 0.801 0.220 -0.346
H -2.834434 -0.752442 -0.842424 1.142 0.131 0.138
H 0.267502 -2.090961 -0.002644 -0.495 -0.636 0.032
H 1.592106 1.880762 0.352587 -1.491 -0.738 -1.407
H -0.997948 1.839009 -0.117282 -3.322 4.706 -0.138

=====

(2)
13
Properties=species:S:1:pos:R:3:forces:R:3 method="wB97M-V/def2-TZVPD" e_homo_ev=-9.027 gap_ev=8.592 charge=0
C 2.036971 -0.395465 0.153782 -2.134 2.435 0.433
C 0.484462 -0.240583 -0.047915 2.121 -3.234 0.519
N -0.137716 -1.351639 -0.018031 -0.414 -1.324 0.111
S -1.791827 -1.567469 -0.455131 0.922 2.380 0.592
C -2.310617 -0.032517 0.444382 -0.980 -1.796 -0.228
N -2.033175 1.179811 0.355632 -0.487 -0.703 0.625
N -1.208851 1.540989 -0.591229 3.817 -0.101 -1.145
C -0.027973 0.936087 -0.597665 -2.867 3.923 -1.890
H 2.424362 -1.265761 0.524384 -0.135 -3.178 0.354
H 2.297198 0.191599 1.013697 0.398 1.400 0.015
H 2.597885 -0.166528 -0.723985 0.248 0.694 -0.602
H -2.916559 -0.281005 1.243900 -1.373 -0.587 1.568
H 0.585838 1.452486 -1.301822 0.884 0.088 -0.351